(1)
Below is a molecular structure, C43H51BBrNbO3P in a non-equilibrium geometry, with properties calculated with ωB97M-V with the def2-TZVPD basis set.

Structure (XYZ):
```
101
Properties=species:S:1:pos:R:3:forces:R:3
H 2.23530 -1.14180 -0.76572 -0.409 0.366 -0.328
H 1.68144 2.15366 5.22205 -0.004 -0.004 0.005
C 0.56814 3.79890 4.43135 0.034 0.011 -0.018
H -1.28011 5.96875 6.26028 0.002 0.001 0.001
H 0.84489 3.58289 3.40727 -0.059 -0.022 -0.022
C 4.49453 -0.00863 1.42357 0.373 -0.179 -0.332
C -3.82936 2.65183 4.11574 0.026 -0.014 0.055
C 1.04107 2.99415 5.45838 0.027 -0.016 -0.011
H -3.20921 3.05357 4.90794 0.003 0.012 -0.007
H 6.01142 6.88273 -2.45308 0.001 0.000 0.001
H -3.49987 7.63220 0.63481 0.001 -0.001 0.001
H -3.27747 -7.20928 -2.49946 0.011 0.000 -0.005
C -3.21820 -9.08016 -1.44823 -0.007 0.009 0.015
C -3.71834 -10.25157 -3.91337 -0.008 -0.011 -0.016
C -5.13304 3.10025 3.95143 -0.001 0.017 0.023
H -5.53531 3.85110 4.62077 0.000 0.001 -0.002
H -4.43610 -5.29112 -6.13958 0.005 -0.001 -0.002
H -6.93470 2.94326 2.79598 0.002 0.004 -0.004
C 5.43896 3.23539 -1.31551 -0.035 -0.044 0.025
H 1.05862 2.63284 7.57389 -0.006 -0.002 -0.002
C -5.39558 1.63919 2.06205 -0.017 -0.013 -0.019
C -2.48182 7.29799 0.79297 -0.011 0.026 -0.001
H -5.79238 -6.28408 -4.32574 -0.006 0.005 0.000
H -2.46744 -2.78188 -3.26642 -0.012 -0.003 -0.114
O 3.79434 0.94535 0.67119 -0.207 0.472 0.209
C 6.03289 -4.55362 -1.90358 0.006 -0.026 -0.002
H 3.33557 -2.42150 -3.65219 -0.007 -0.010 0.003
C 4.71523 -2.54074 -2.02169 0.088 -0.021 -0.021
C -3.61256 -8.87194 -3.80849 -0.009 0.029 -0.024
C -3.57710 -11.04628 -2.78406 -0.002 -0.018 -0.005
C -0.64458 5.86498 0.19193 0.011 -0.018 0.037
H -2.54033 5.86725 -0.80473 -0.011 -0.017 0.020
H -2.13325 8.63687 2.43463 -0.001 -0.002 0.000
C -0.62359 5.13610 6.03700 -0.019 0.013 0.007
H 3.75136 6.12905 -1.78916 0.001 0.000 -0.004
C 5.68575 -3.31048 -1.39355 0.002 0.036 0.031
H -0.42586 4.54112 8.09075 0.001 0.001 0.000
O -0.34762 -1.80991 1.10638 -0.064 -0.385 0.546
H 6.79063 -5.15054 -1.41102 -0.003 0.000 0.005
H 3.96268 -0.26476 2.34162 -0.125 0.026 0.047
C 6.91643 4.96876 -2.09829 -0.021 0.017 0.001
H -0.97469 2.46712 1.46826 0.742 -0.002 0.644
H 3.94459 -4.64206 -4.56535 -0.002 0.001 0.001
H -3.65991 -12.12287 -2.86525 -0.001 0.000 0.001
C 4.09278 -3.02338 -3.16522 -0.041 0.040 0.000
H -3.82411 -3.75364 -1.48519 -0.005 -0.007 0.004
C 0.11643 6.41975 1.21110 0.077 0.008 -0.049
H -6.00223 1.25067 1.25310 -0.003 0.000 0.004
H -0.67412 -1.62048 1.99848 0.108 -0.032 -0.147
C -1.71561 7.86094 1.80464 -0.008 0.003 0.002
H 7.53787 2.96437 -1.65417 0.000 0.004 -0.009
H 4.43499 -1.57141 -1.62905 0.017 -0.026 -0.010
C 4.43559 -4.26740 -3.67574 -0.009 -0.015 -0.023
C 4.58344 5.43615 -1.76283 -0.025 0.021 -0.009
H 5.45661 0.42670 1.69193 0.060 -0.054 0.036
H 1.12472 6.06161 1.37898 -0.008 -0.011 0.020
H 5.26353 2.21928 -0.98376 0.023 0.023 0.003
C -3.32797 -10.46001 -1.55123 -0.002 -0.013 0.020
H 0.13020 2.36134 -1.09975 -0.240 -0.352 -0.154
H 0.84367 0.97812 2.31540 -0.317 -0.474 -0.214
H -2.76540 -3.54525 -5.61811 -0.003 -0.003 -0.003
H -3.01944 -8.62192 -0.48770 0.003 -0.003 0.000
C -4.30227 -4.95714 -5.11794 -0.003 -0.030 -0.008
H -3.67566 0.46231 1.54206 0.014 0.022 -0.018
C -5.91813 2.59224 2.92611 -0.017 0.004 -0.010
B 2.59240 0.63556 0.05436 0.106 0.168 0.971
C -4.89734 -5.07813 -2.79333 -0.059 0.012 0.026
C -3.31025 1.69422 3.25642 0.016 -0.021 0.004
C 5.40640 -5.03355 -3.04549 0.008 -0.012 0.001
H -3.21814 -11.07921 -0.66979 0.005 0.000 -0.001
H 7.90748 5.29517 -2.38920 0.004 0.000 0.003
H -2.28835 1.35741 3.37095 0.023 0.060 -0.023
O 2.68254 -0.30776 -0.96731 0.315 -0.487 0.246
C 6.70712 3.65906 -1.68728 0.056 -0.040 0.004
H 4.67351 -0.92815 0.85355 0.008 -0.038 0.030
C -0.41478 7.42253 2.01076 0.023 0.018 0.016
Nb 0.50225 1.68566 0.60849 -1.414 0.937 -0.781
H 6.17115 -2.93656 -0.50013 0.009 -0.007 -0.004
C -3.36227 -8.28472 -2.57633 0.052 -0.018 0.024
H -0.64424 5.48665 3.91676 -0.010 -0.013 0.009
C -1.94429 6.30552 -0.01425 -0.010 -0.023 -0.060
C 0.68726 3.26193 6.77382 0.000 -0.016 0.021
H 1.56542 3.13429 0.90825 0.338 -0.459 -0.418
C -3.96355 -4.09451 -2.50342 0.031 0.011 0.016
C -3.19326 -3.54233 -3.51900 -0.071 -0.042 0.088
C -0.26575 4.86978 4.72185 -0.042 -0.007 -0.024
P -0.73935 -0.55502 0.11871 0.743 0.731 -0.044
H -5.49112 -5.51370 -1.99907 -0.005 0.003 -0.002
C -0.14590 4.33401 7.06488 -0.005 0.000 0.005
H 5.67280 -6.00530 -3.44258 0.002 0.000 -0.001
C -3.36451 -3.97537 -4.82528 0.042 0.040 -0.041
H -3.72383 -8.24586 -4.68495 0.006 -0.006 -0.003
C 4.37528 4.12572 -1.35491 -0.001 0.069 -0.050
C -4.09230 1.19163 2.22589 -0.011 -0.029 0.009
Br -0.45214 -1.65765 -1.77495 0.026 -0.077 -0.276
C -5.06714 -5.51158 -4.10157 -0.027 0.013 -0.020
H 3.38495 3.80028 -1.06995 -0.064 -0.067 0.089
H -0.22665 5.07949 -0.42518 -0.028 -0.030 0.017
H -3.90999 -10.70872 -4.87613 -0.002 0.000 0.000
H 0.18412 7.85473 2.80340 -0.004 -0.005 0.003
C 5.85214 5.85962 -2.13483 0.026 -0.005 -0.003
```
Forces are in eV/Å.

Properties
* charge: -1
* orbital gap: 6.44 eV
* LUMO energy: 1.6689 eV

(2)
Below is 4 unconnected molecules or ions with the total composition C25H26F3NO3 in a non-equilibrium geometry, with properties calculated with ωB97M-V with the def2-TZVPD basis set.

Structure (XYZ):
```
58
Properties=species:S:1:pos:R:3:forces:R:3
C -6.83542 -4.04271 4.43605 0.049 -0.122 -0.466
H 4.02985 0.60143 -0.92468 1.767 2.234 -0.610
H -4.81365 -4.38710 5.12207 -0.033 -0.005 -0.114
H -5.49432 -5.10634 0.95488 -0.117 0.030 0.143
C -3.05350 -4.49545 -0.20597 0.145 0.089 -0.443
H 6.98903 3.27062 0.10779 -0.012 0.033 0.087
H 5.27664 4.63950 4.56411 0.106 -0.073 -0.157
C -2.58001 -3.20275 0.01838 0.000 0.075 0.020
C 6.98685 3.97626 3.43179 0.077 -0.007 0.018
H -2.35567 0.54359 -2.55419 1.902 1.415 1.392
C 5.25988 3.91205 1.23647 0.114 0.058 0.318
C -7.22347 -4.46490 2.08356 0.173 0.053 0.396
C -7.69818 -4.07827 3.33779 0.055 -0.001 0.030
H -0.25463 3.58291 -0.75649 0.378 -0.143 -2.400
F -1.64868 -1.21151 -0.83545 -0.029 -0.305 0.285
H -7.89777 -4.49577 1.23111 0.165 0.006 0.138
H 7.66970 3.98986 4.27499 -0.030 -0.005 -0.115
H -2.58255 -2.77382 1.01510 0.004 -0.019 -0.095
H -3.39551 -6.04017 -1.67019 0.080 0.187 0.026
C -0.27110 3.71819 -1.91833 -2.510 0.093 -0.718
C -5.49650 -4.40070 4.27887 0.082 0.002 0.007
C -3.03025 -5.03024 -1.49641 0.015 0.085 0.031
C -5.88211 -4.81201 1.92448 0.049 -0.059 -0.015
C 2.15084 3.38787 -1.81982 0.478 -3.628 3.366
H -3.43902 -5.08555 0.62175 0.283 0.197 -0.229
C 7.45145 3.59729 2.17712 -1.082 0.285 0.121
C 5.64792 4.33425 3.58896 0.032 -0.120 -0.468
H -1.81207 1.62444 -4.37884 0.685 1.089 0.798
F -3.74475 -5.11866 2.87268 0.307 -0.090 0.036
H 4.33648 3.36758 -4.23472 -0.800 -0.572 2.177
C 4.96493 1.71986 -2.77058 0.189 -0.962 2.825
H -7.20671 -3.73746 5.41120 0.107 -0.076 -0.167
H 5.81665 1.38140 -3.52472 -1.321 1.758 1.933
C -2.09876 -2.45480 -1.05055 -0.430 -1.212 -0.128
C 4.97712 1.09525 -1.41667 -0.039 1.225 -2.805
C 3.88939 2.85957 -3.28018 -0.388 -2.572 -1.115
C -5.03190 -4.77967 3.02421 -1.222 0.328 0.176
H -8.74344 -3.80326 3.46177 0.207 -0.056 -0.030
F 8.73859 3.25829 2.02560 0.244 -0.064 -0.022
H -0.74944 0.51401 -1.44047 -1.703 1.700 -0.955
N -1.30702 2.50697 -4.08917 1.189 -0.059 5.903
H 3.73991 4.57369 2.61468 0.199 -0.061 -0.037
C -2.07761 -2.97687 -2.33908 0.032 0.094 0.009
H -2.51966 -4.69327 -3.56473 0.003 0.121 0.174
O 2.07761 2.42194 -0.90149 -0.379 6.305 -5.742
H 5.98727 1.09704 -0.81096 -1.898 -1.133 -1.770
C -1.05759 2.47377 -2.71135 -1.202 -1.442 -3.816
O 1.03004 4.01423 -2.53554 2.753 -1.873 3.082
O 3.52758 3.84267 -2.20514 -3.848 -2.045 -0.991
H 2.88450 2.32967 -3.62543 2.052 1.107 0.515
C 6.60124 3.56494 1.07739 0.073 -0.031 0.035
H -0.95746 4.67351 -2.12332 1.752 -2.015 0.272
H 4.58558 3.88119 0.38403 0.163 -0.039 0.092
H -1.70192 -2.37143 -3.15727 0.002 -0.037 0.096
C 4.78517 4.29869 2.49070 0.092 -0.004 0.066
C -2.54057 -4.27342 -2.56194 -0.067 0.067 0.392
H -2.29121 1.60438 -0.99182 1.598 -1.029 -1.629
C -1.61179 1.17924 -1.87206 -0.491 1.227 0.077
```
Forces are in eV/Å.

Properties
* structure (SMILES): [H]/N=C(\C)COC(=O)OCC=C.Fc1ccccc1.Fc1ccccc1.Fc1ccccc1
* orbital gap: 8.69 eV
* LUMO energy: 0.2177 eV

(3)
Below is 2 unconnected molecules or ions with the total composition C6H14N2O2 in a non-equilibrium geometry, with properties calculated with ωB97M-V with the def2-TZVPD basis set.

Structure (XYZ):
```
24
Properties=species:S:1:pos:R:3:forces:R:3
H 0.39443 0.90651 -0.77024 0.131 -0.091 -0.051
H 0.62135 3.44376 -1.12764 -0.028 -0.451 -0.405
H 3.23790 -0.26457 0.01899 -0.177 -0.235 -0.380
H 1.59725 -0.86942 -0.27571 -0.025 0.069 -0.154
O 3.15902 1.29234 -2.22861 -0.085 -0.035 0.032
H -0.16672 -0.99096 0.90667 -3.460 -0.400 1.057
H -0.20102 2.57357 -2.49221 0.111 0.207 0.160
C -1.70899 -2.66071 2.59399 0.855 4.264 2.459
H 2.88525 -1.23934 -1.46033 -0.064 0.285 0.433
C 2.28369 0.80650 -1.53820 -0.024 -0.237 0.293
C 0.72298 2.66428 -1.91013 0.063 0.060 -0.006
N -1.26050 -0.82620 1.00112 5.493 1.290 -2.714
H -2.63505 0.72507 0.30952 1.793 -0.507 0.496
C 2.49203 -0.47910 -0.76522 0.590 -0.226 -0.055
N 1.06661 1.36605 -1.34739 0.150 0.791 -0.381
H -1.98186 -2.33239 3.70045 -0.264 -0.854 -2.318
H -0.78474 1.07045 0.47473 -0.874 0.308 0.087
C -1.56113 0.34652 0.17436 -1.493 1.243 1.564
O -3.35289 -1.12063 1.47892 1.460 -1.547 0.941
H -1.50568 0.28075 -0.88513 0.305 -1.076 -1.059
H 1.53648 2.95067 -2.58645 -0.232 -0.061 0.200
H -0.61956 -2.51069 2.71924 -0.244 -0.909 -0.621
H -2.04700 -3.62351 2.36241 -0.395 -1.212 -0.386
C -2.17186 -1.50897 1.64684 -3.587 -0.677 0.808
```
Forces are in eV/Å.

Properties
* structure (SMILES): CNC(C)=O.CNC(C)=O
* ΔE to the lowest compared entry with this formula, charge and spin: 43.3 kcal per mole
* orbital gap: 10.20 eV
* LUMO energy: 0.4326 eV

(4)
Below is a molecular structure, C5H6O, with properties calculated with ωB97M-V with the def2-TZVPD basis set.

Structure (XYZ):
```
12
Properties=species:S:1:pos:R:3:forces:R:3
O 0.48932 0.53704 1.12832 0.042 -0.004 0.014
H -1.21248 -0.88969 -1.28134 0.053 0.065 0.130
H -1.60570 1.14624 1.10112 -0.055 0.125 -0.028
H 1.52234 -0.59808 -1.83879 0.005 0.086 0.152
H 2.45667 -0.57586 -0.32309 -0.114 0.064 -0.075
C 0.41192 -0.02733 -0.10851 -0.177 -0.073 -0.145
C 1.67403 -0.06789 -0.89564 0.026 -0.010 -0.008
H -2.61125 -0.39274 1.05765 0.182 0.090 -0.014
H 2.02724 0.94604 -1.11159 -0.068 -0.139 0.042
C -0.71229 0.45492 1.81762 -0.064 -0.142 -0.241
C -0.84932 -0.43087 -0.37352 0.232 0.103 0.093
C -1.59048 -0.10178 0.82777 -0.064 -0.167 0.081
```
Forces are in eV/Å.

Properties
* ΔE to the lowest compared entry with this formula, charge and spin: 69.4 kcal per mole
* orbital gap: 9.94 eV
* LUMO energy: 0.9277 eV

no.,calculated total energy (eV)
1,-133116.173
2,-42123.543
3,-13523.746
4,-7326.277